1.
Computed, not measured: a cluster of 2 separate species, C6H13N3Si in total in a non-equilibrium geometry, with ωB97M-V with the def2-TZVPD basis set.

Results
Spin multiplicity: 1
Gap between HOMO and LUMO (eV): 8.952
Total energy (eV): -18778.0355
HOMO level (eV): -8.596
Relative energy (zero: lowest compared OMol25 entry of this formula, charge and spin) (kJ/mol): 276.47

Geometry as XYZ:
```
23
Properties=species:S:1:pos:R:3:forces:R:3
C -2.927841 1.250675 -0.255670 0.26 -1.41 -1.43
C -1.035205 1.964981 -0.914457 0.16 -2.10 1.73
C -0.061339 -2.068216 -1.559034 0.44 5.03 1.08
C 0.976554 0.380236 3.083305 -2.16 -5.99 -2.89
C 1.862495 0.766228 -0.476787 -0.30 1.34 -1.69
C 0.410271 -1.958283 -0.090467 -2.80 -0.36 0.45
N -2.290487 2.218961 -0.962849 -1.52 1.82 -0.33
N -2.109470 0.291204 0.146702 -0.23 1.15 0.06
N -0.884526 0.767645 -0.223204 -0.80 0.55 -0.16
Si 0.439870 -0.076390 0.471937 2.75 -0.73 1.76
H -4.005483 1.093503 -0.337673 0.41 0.31 0.56
H -0.195820 2.560013 -1.210438 0.04 0.12 -0.36
H -0.566868 -2.861821 -1.903913 -1.85 -3.49 -0.30
H -0.819077 -1.198114 -1.726828 1.67 -1.25 -0.41
H 0.838703 -2.051138 -2.131490 0.36 0.80 -1.09
H 0.070244 0.123868 3.706437 1.12 0.13 -0.93
H 1.727258 -0.479299 2.971795 -1.00 1.57 0.74
H 1.312383 1.308706 3.235579 1.49 3.41 0.20
H 2.805419 0.132036 -0.559572 -1.17 1.13 0.11
H 1.437123 1.031748 -1.571453 1.10 -1.13 2.14
H 2.044563 1.834132 -0.103006 0.22 -1.66 -0.11
H 1.354905 -2.457719 -0.024858 0.64 -0.10 0.59
H -0.383672 -2.572955 0.435942 1.18 0.86 0.28
```
Positions in Å, forces in eV/Å.

Results of the Löwdin charge analysis, in e, for atoms 1 through 8: C -0.210; C -0.179; C -0.168; C -0.049; C -0.235; C -0.306; N 0.060; N 0.051

---

2.
Computed, not measured: a structure of composition C5H15N in a non-equilibrium geometry, with ωB97M-V with the def2-TZVPD basis set.

Results
Spin multiplicity: 1
Gap between HOMO and LUMO (eV): 9.131
Total energy (eV): -6916.6483
HOMO level (eV): -8.085
Relative energy (zero: lowest compared OMol25 entry of this formula, charge and spin) (kJ/mol): 157.45

Geometry as XYZ:
```
21
Properties=species:S:1:pos:R:3:forces:R:3
C -0.150327 0.480745 -1.498647 0.13 0.40 0.51
C 0.406120 1.547627 -2.437702 0.05 0.05 -0.02
C -1.666158 0.592573 -1.365612 0.09 -0.17 0.07
N 0.499041 0.592860 -0.182016 -0.93 0.59 -0.58
H 0.088835 -0.506314 -1.907770 -0.06 -0.06 -0.12
H -0.088006 0.671039 0.673421 1.20 0.59 -1.33
H 1.514748 0.683141 -0.216607 -0.82 0.32 0.69
H 0.220394 2.551281 -2.042722 -0.15 -0.12 -0.02
H -2.136553 0.514527 -2.349870 0.06 0.10 0.11
H -2.073928 -0.216387 -0.753898 0.08 0.04 0.03
H 1.492394 1.456044 -2.535980 -0.09 -0.10 -0.08
H -0.045053 1.461755 -3.430103 0.10 0.03 0.04
H -1.950247 1.543351 -0.905477 0.04 -0.01 -0.10
C 0.859404 -1.574764 1.746014 0.43 1.24 -2.12
C 0.080335 -1.304692 3.026793 -0.36 0.40 -0.21
H 0.396975 -1.935720 3.868251 0.06 0.18 -0.19
H 0.186234 -0.251482 3.313626 -0.03 -0.15 0.21
H 0.742526 -2.631110 1.475405 -0.15 0.22 -0.35
H 1.933447 -1.474998 1.947622 0.00 0.05 0.08
H 0.681327 -0.709401 0.688207 0.25 -3.63 3.37
H -0.991506 -1.490071 2.887065 0.09 0.05 0.01
```
Positions in Å, forces in eV/Å.

Results of the Löwdin charge analysis, in e, for atoms 1 through 8: C -0.495; C -0.086; C -0.075; N -0.031; H 0.128; H 0.104; H 0.103; H 0.079

---

3.
Computed, not measured: a structure of composition C2HFO2Pr in a non-equilibrium geometry, with ωB97M-V with the def2-TZVPD basis set.

Results
Spin multiplicity: 3
Gap between HOMO and LUMO (spin up / spin down) (eV): 7.949 / 8.240
Total energy (eV): -22960.6659
Charge: +1
HOMO level (spin up / spin down) (eV): -13.368 / -13.622

Geometry as XYZ:
```
7
Properties=species:S:1:pos:R:3:forces:R:3
O -0.836463 0.640006 0.281184 -0.60 0.05 -0.15
C 0.325778 0.682904 0.476658 0.79 -0.64 -0.13
C 1.621224 0.476030 0.614777 -0.09 0.59 0.37
H 1.995114 -0.041826 1.498760 -0.13 0.01 -0.30
F 2.502610 1.155974 -0.124538 -0.20 -0.20 0.04
Pr -2.951329 -0.566209 -0.840514 1.34 -6.35 -3.87
O -2.656934 -2.346879 -1.906327 -1.12 6.54 4.04
```
Positions in Å, forces in eV/Å.

Löwdin analysis output, partial charges in e: O 0.016; C -0.069; C -0.082; H 0.149; F 0.066; Pr 1.597; O -0.677

---

4.
Computed, not measured: the ion C6H16N with charge +2 in a non-equilibrium geometry, with ωB97M-V with the def2-TZVPD basis set.

Results
Spin multiplicity: 2
Gap between HOMO and LUMO (spin up / spin down) (eV): 13.696 / 6.159
Total energy (eV): -7948.6518
Charge: +2
HOMO level (spin up / spin down) (eV): -20.737 / -20.759
Relative energy (zero: lowest compared OMol25 entry of this formula, charge and spin) (kJ/mol): 417.02

Geometry as XYZ:
```
23
Properties=species:S:1:pos:R:3:forces:R:3
C -0.207162 2.558895 0.809906 -4.44 -0.31 0.99
C 0.344357 1.176997 0.483816 3.18 0.49 -1.40
C -0.775929 0.176810 0.185984 -2.75 2.67 2.53
C -0.552833 -1.298819 -0.185963 0.20 -3.28 0.48
C -0.432168 -2.096687 1.073333 -1.20 1.31 2.11
C 0.543986 -1.717416 -1.072492 -1.91 -2.44 -2.99
N 1.018430 1.370505 -0.984921 -1.83 -6.88 1.23
H -0.608049 2.722068 1.917132 1.07 -0.64 -2.35
H 0.366063 3.399294 0.515142 1.38 0.52 0.00
H -1.144038 2.723755 0.115607 1.33 -0.35 1.39
H 1.254560 0.877587 1.131911 -1.80 0.16 -0.83
H -1.449639 0.620003 -0.601067 0.49 -0.32 0.96
H -1.299471 0.145366 1.200934 -0.03 0.36 -1.63
H -1.650139 -1.471177 -0.624931 1.61 0.38 0.11
H 0.589116 -2.301133 1.346288 0.44 -0.62 0.13
H -0.940289 -3.120285 0.830930 0.28 0.68 0.00
H -0.991269 -1.696569 2.001726 0.61 -0.80 -1.51
H 1.543041 -1.443612 -1.049968 2.13 1.05 1.36
H 0.690898 -2.842670 -1.109465 -0.30 0.81 0.52
H 0.314177 -1.595405 -2.118654 -0.45 0.48 -0.61
H 1.517251 2.173210 -1.094858 1.93 2.98 -0.66
H 1.607137 0.450790 -1.093070 -0.63 2.64 -0.03
H 0.261976 1.188501 -1.677318 0.69 1.11 0.21
```
Positions in Å, forces in eV/Å.

Results of the Löwdin charge analysis, in e, for atoms 1 through 8: C -0.029; C -0.249; C -0.102; C -0.325; C 0.027; C -0.046; N 0.229; H 0.166

---

5.
Computed, not measured: a cluster of 2 separate species, C3N4O3 in total in a non-equilibrium geometry, with ωB97M-V with the def2-TZVPD basis set.

Results
Spin multiplicity: 1
Gap between HOMO and LUMO (spin up / spin down) (eV): 9.802 / 9.802
Structure (SMILES): O=[N+]([O-])C#[N+][O-].N#CC#N
Total energy (eV): -15204.9471
HOMO level (spin up / spin down) (eV): -11.263 / -11.262
Relative energy (zero: lowest compared OMol25 entry of this formula, charge and spin) (kJ/mol): 0.00

Geometry as XYZ:
```
10
Properties=species:S:1:pos:R:3:forces:R:3
C 0.272093 -2.092348 0.074058 0.00 -0.16 0.11
C -0.193852 -1.347393 -0.991567 -0.16 -0.56 -0.80
C 0.076358 0.683802 0.349338 0.54 0.13 0.84
N 0.665466 -2.714128 0.952259 0.11 -0.13 0.23
N -0.571289 -0.870037 -1.966314 0.00 -0.04 -0.12
N 0.984017 0.612403 1.091377 -1.29 -0.04 -0.91
N -0.816489 1.582783 -0.283668 0.39 0.46 0.26
O -1.924043 1.202167 -0.527251 -0.56 -0.22 -0.06
O -0.337465 2.669089 -0.496886 -0.03 0.65 -0.33
O 1.845204 0.273661 1.798654 1.00 -0.09 0.78
```
Positions in Å, forces in eV/Å.

Results of the Löwdin charge analysis, in e, for atoms 1 through 8: C -0.197; C -0.224; C 0.009; N 0.228; N 0.236; N -0.049; N -0.389; O 0.120

---

6.
Computed, not measured: a cluster of 2 separate species, H4O2 in total in a non-equilibrium geometry, with ωB97M-V with the def2-TZVPD basis set.

Results
Spin multiplicity: 1
Gap between HOMO and LUMO (eV): 11.682
Structure (SMILES): O.O
Total energy (eV): -4159.7184
HOMO level (eV): -11.075
Relative energy (zero: lowest compared OMol25 entry of this formula, charge and spin) (kJ/mol): 21.28

Geometry as XYZ:
```
6
Properties=species:S:1:pos:R:3:forces:R:3
H 1.558937 -0.741388 0.475645 0.40 0.34 -0.08
H 2.084148 0.598001 -0.267810 -1.48 -1.63 0.54
H -1.763285 0.740397 0.403936 -0.49 -1.70 -1.12
H -1.166756 -0.480449 -0.350848 -0.42 0.37 0.11
O 1.312864 -0.038602 -0.136782 1.01 1.25 -0.43
O -2.025909 -0.077958 -0.124141 0.99 1.38 0.98
```
Positions in Å, forces in eV/Å.

Löwdin analysis output, partial charges in e: H 0.035; H 0.079; H 0.066; H 0.010; O -0.086; O -0.104